57
Properties=species:S:1:pos:R:3:mulliken_spin:R:1 method="wB97M-V/def2-TZVPD" homo_ev="-17.620 / -17.660" s_squared=1.14 homo_lumo_gap_ev="6.28 / 5.09" total_charge=+3 de_lowest_kcal_mol=8.9 largest_force_ev_per_a=1.72 spin_multiplicity=2 lumo_ev="-11.34 / -12.57"
Os 0.08242 0.09634 -0.37166 -0.059
C 3.85323 0.19352 1.66217 -0.002
C 2.75409 0.18586 0.67264 -0.013
N 1.55383 0.63098 0.89723 -0.010
N 1.16741 1.07371 2.12969 0.014
C -0.10203 1.29713 2.11375 0.059
O -0.82907 1.15883 1.00992 0.009
C -0.77985 1.73827 3.35118 0.130
C -2.13124 1.89090 3.41447 0.103
C -2.74592 2.27548 4.65004 0.279
C -1.99707 2.44348 5.83449 0.084
C -0.64398 2.28269 5.77401 0.099
C -0.02882 1.89285 4.55048 0.184
C 2.91074 -0.34016 -0.68680 0.021
C 4.13034 -0.73054 -1.20353 0.006
C 4.21290 -1.11276 -2.53857 -0.013
C 3.07352 -1.07201 -3.32481 0.004
C 1.87332 -0.68503 -2.75405 -0.008
N 1.78014 -0.35862 -1.45972 0.043
H 3.52760 0.62504 2.60174 0.000
H 4.69924 0.76645 1.27565 0.001
H 4.19400 -0.83090 1.83173 0.001
H -2.76153 1.70027 2.55672 0.010
H -3.81384 2.46007 4.65171 -0.001
H -2.48822 2.72331 6.75671 0.007
H -0.01454 2.44692 6.63893 0.002
H 1.03177 1.67295 4.54821 0.013
H 5.01288 -0.72090 -0.58010 0.000
H 5.16117 -1.42249 -2.95757 0.000
H 3.10005 -1.34625 -4.37003 0.001
H 0.95635 -0.66136 -3.32751 0.005
N -0.66434 1.71419 -1.55649 0.004
C -1.20643 1.17081 -2.81133 0.017
C -1.40782 1.88992 -3.95305 0.003
C -2.06724 1.28248 -5.04507 -0.004
C -2.51421 -0.00903 -4.96372 0.007
C -2.27246 -0.78014 -3.80125 -0.005
C -2.62653 -2.14780 -3.67352 0.029
C -2.25187 -2.85101 -2.55567 -0.002
C -1.51692 -2.20952 -1.55535 0.021
N -1.22240 -0.91325 -1.61412 0.000
C -1.60047 -0.18106 -2.72539 -0.016
H -1.47316 2.04963 -1.02440 -0.003
H -0.09333 2.55226 -1.66505 0.001
H -1.10057 2.92613 -4.02273 0.000
H -2.23149 1.85946 -5.94447 0.000
H -3.03742 -0.46136 -5.79623 0.000
H -3.17243 -2.63412 -4.47290 0.000
H -2.48999 -3.89795 -2.43593 0.001
H -1.16121 -2.74868 -0.68643 -0.003
F 0.28184 -1.52091 0.72193 -0.019
As -0.45261 -2.55676 2.64588 0.000
F -1.59762 -3.13406 1.52070 0.000
F -1.37634 -1.09308 2.69387 0.000
F -0.99493 -3.27862 4.03864 0.000
F 0.84179 -1.62235 3.27099 -0.001
F 0.66924 -3.67924 2.06398 0.000